Entry P
Below is an isolated molecule of C3H4N2, with properties calculated with ωB97M-V/def2-TZVPD.

Last column: Mulliken charge in e.
Cartesian coordinates (Å):
C 1.555 -0.325 0.844  -0.221
C -0.555 0.585 0.388  -0.028
C -0.082 -0.488 -0.655  -0.077
N 1.182 -0.887 -0.192  -0.340
N -1.465 1.360 0.553  -0.361
H 2.475 -0.438 1.381  0.322
H -0.786 -1.329 -0.702  0.230
H -0.014 -0.028 -1.647  0.221
H -2.312 1.550 0.028  0.254

Calculated values
LUMO level (spin up / spin down) in Ha: 0.0136 / 0.0140
Orbital gap (spin up / spin down) in eV: 8.217 / 8.102
E_HOMO (spin up / spin down) in eV: -7.85 / -7.72

Entry Q
Below is an isolated molecule of C3H4N2, with properties calculated with ωB97M-V/def2-TZVPD.

Last column: Mulliken charge in e.
Cartesian coordinates (Å):
N -1.413 1.530 1.799  -0.447
C -0.976 1.100 0.810  0.341
C -0.597 0.492 -0.418  -0.381
C 0.811 0.141 -0.637  -0.255
N -0.061 -0.938 -0.112  -0.307
H -0.610 -1.544 -0.699  0.292
H 1.196 -0.021 -1.642  0.215
H 1.583 0.397 0.093  0.263
H 0.120 -1.258 0.836  0.280

Calculated values
LUMO level in Ha: 0.0165
Orbital gap in eV: 8.771
E_HOMO in eV: -8.32

Entry R
Below is an isolated molecule of C3H4N2, with properties calculated with ωB97M-V/def2-TZVPD.

Last column: Mulliken charge in e.
Cartesian coordinates (Å):
C -1.271 -1.046 0.425  -0.007
C -0.244 -0.051 0.466  0.160
C 0.838 0.092 -0.564  -0.322
H 0.123 0.161 1.455  0.362
H 0.832 -0.538 -1.506  0.224
H 1.814 0.418 -0.206  0.256
H 0.151 1.883 -0.028  0.255
N -1.982 -1.986 0.470  -0.384
N -0.260 1.067 -0.511  -0.545

Calculated values
LUMO level in Ha: 0.0243
Orbital gap in eV: 11.382
E_HOMO in eV: -10.72

Q: Which of them is the least stable? A: entry P.

Entry P
Below is an isolated molecule of C3H4N2, with properties calculated with ωB97M-V/def2-TZVPD.

Last column: Mulliken charge in e.
Cartesian coordinates (Å):
C -0.544 1.008 -1.016  -0.261
C 1.118 -0.427 1.003  0.316
C -0.070 -0.890 0.442  -0.294
N -0.569 -0.210 -0.745  -0.441
N 2.043 0.035 1.468  -0.353
H -1.058 1.285 -1.862  0.285
H 0.107 -1.880 0.167  0.224
H -1.008 -0.707 1.087  0.254
H -0.020 1.786 -0.544  0.271

Calculated values
LUMO level in Ha: 0.0265
Orbital gap in eV: 10.817
E_HOMO in eV: -10.10

Entry Q
Below is an isolated molecule of C3H4N2, with properties calculated with ωB97M-V/def2-TZVPD.

Last column: Mulliken charge in e.
Cartesian coordinates (Å):
N 2.546 0.519 -0.566  -0.351
C 1.709 -0.193 -0.193  -0.086
C 0.320 0.247 -0.060  0.309
C -0.970 -0.413 -0.257  -0.342
N -0.580 0.116 1.057  -0.525
H 0.386 1.257 -0.441  0.270
H -1.672 0.216 -0.798  0.217
H -1.083 -1.482 -0.397  0.262
H -0.318 -0.633 1.691  0.245

Calculated values
LUMO level in Ha: 0.0020
Orbital gap in eV: 10.123
E_HOMO in eV: -10.07

Entry R
Below is a cluster of 2 separate species, C3H4N2 in total, with properties calculated with ωB97M-V/def2-TZVPD.

Last column: Mulliken charge in e.
Cartesian coordinates (Å):
C 0.193 1.075 0.353  -0.611
C -3.030 0.489 0.615  -0.129
C 1.015 0.438 -0.257  0.291
N 1.926 -0.476 -0.797  -0.379
N -2.288 -0.407 0.584  -0.214
H -0.706 1.645 0.438  0.329
H 2.636 -0.207 -1.323  0.174
H 1.789 -1.439 -0.515  0.198
H -1.536 -1.118 0.902  0.340

Calculated values
LUMO level in Ha: 0.0217
Orbital gap in eV: 9.603
E_HOMO in eV: -9.01

Q: Which of them is the least stable? A: entry R.

Entry P
Below is a cluster of 2 separate species, C3H11NO2S in total, with properties calculated with ωB97M-V/def2-TZVPD.

Last column: Mulliken charge in e.
Cartesian coordinates (Å):
C 1.758 0.379 -0.654  -0.836
O 2.823 -0.390 -1.180  -0.533
C 1.065 -0.372 0.494  0.416
C -0.351 0.133 0.688  -0.845
S -1.433 -1.117 1.504  -0.255
N 1.830 -0.257 1.752  -0.616
H 2.117 1.335 -0.270  0.444
H 1.009 0.500 -1.443  0.286
H 3.619 0.145 -1.221  0.324
H 1.058 -1.429 0.210  0.291
H -0.842 0.473 -0.223  0.376
H -0.364 0.938 1.416  0.357
H -0.652 -1.213 2.587  0.122
H 2.066 -1.156 2.139  0.250
H 2.697 0.249 1.597  0.216
H -3.092 2.112 -4.047  0.318
H -4.399 2.716 -3.657  0.319
O -3.754 2.053 -3.347  -0.636

Calculated values
LUMO level in Ha: 0.0260
Orbital gap in eV: 9.503
E_HOMO in eV: -8.79

Entry Q
Below is a cluster of 2 separate species, C3H11NO2S in total, with properties calculated with ωB97M-V/def2-TZVPD.

Last column: Mulliken charge in e.
Cartesian coordinates (Å):
C 2.165 -0.163 0.708  -0.782
O 3.005 -1.171 0.154  -0.515
C 0.829 -0.762 1.117  0.338
C -0.185 0.430 1.336  -0.814
S -1.738 0.001 2.087  -0.169
N 0.307 -1.648 0.020  -0.669
H 2.010 0.722 0.090  0.296
H 2.668 0.130 1.633  0.327
H 2.580 -1.386 -0.688  0.324
H 0.927 -1.350 2.039  0.345
H 0.326 0.927 2.172  0.284
H 0.025 1.106 0.500  0.405
H -2.117 -0.938 1.182  0.092
H -0.312 -1.003 -0.464  0.273
H -0.289 -2.387 0.380  0.266
H -3.789 2.045 -3.567  0.316
H -2.835 3.023 -4.287  0.320
O -3.577 2.425 -4.413  -0.636

Calculated values
LUMO level in Ha: 0.0133
Orbital gap in eV: 9.752
E_HOMO in eV: -9.39

Q: Which of them is the least stable? A: entry Q.

Entry P
Below is an isolated molecule of C5H12N2O, with properties calculated with ωB97M-V/def2-TZVPD.

Last column: Mulliken charge in e.
Cartesian coordinates (Å):
C 1.190 0.379 1.721  -0.829
O 2.459 -0.277 1.517  -0.530
C 0.341 0.005 0.486  -0.004
C -1.019 0.717 0.444  -0.613
C -1.947 0.285 -0.681  -0.472
C -0.444 -0.076 -2.489  -0.359
N -1.317 0.705 -2.005  -0.469
N 0.211 -1.437 0.363  -0.578
H 1.449 1.458 1.747  0.400
H 0.688 -0.079 2.559  0.322
H 3.025 0.110 2.197  0.316
H 1.057 0.269 -0.320  0.420
H -0.823 1.805 0.474  0.298
H -1.470 0.360 1.413  0.278
H -2.409 -0.688 -0.765  0.367
H -2.801 0.987 -0.642  0.312
H -0.108 -0.967 -1.923  0.319
H 0.183 0.366 -3.262  0.285
H -0.296 -1.874 1.135  0.251
H 1.149 -1.817 0.430  0.285

Calculated values
LUMO level in Ha: 0.0298
Orbital gap in eV: 9.853
E_HOMO in eV: -9.04

Entry Q
Below is an isolated molecule of C5H12N2O, with properties calculated with ωB97M-V/def2-TZVPD.

Last column: Mulliken charge in e.
Cartesian coordinates (Å):
C -1.299 1.448 -0.484  -0.792
C -1.895 -0.069 -0.443  -0.233
C -0.924 -0.968 0.361  -0.234
C 0.297 -1.500 -0.628  -0.495
C 3.101 0.631 0.093  -0.286
H -1.626 2.053 0.537  0.278
H 0.023 1.626 -0.516  0.070
H -1.788 1.811 -1.450  0.356
H -1.710 -0.562 -1.485  0.186
H -3.017 0.289 -0.089  0.288
H -1.197 -1.947 0.824  0.357
H -0.145 -0.661 2.490  0.293
H 0.284 0.551 1.475  0.208
H 0.663 -2.509 -0.379  0.393
H -0.249 -1.527 -1.575  0.334
H 3.966 0.540 1.002  0.259
H 2.856 1.630 -0.732  0.224
N -0.566 -0.137 1.738  -0.667
N 2.043 -0.234 0.163  -0.513
O 1.183 -0.467 -0.904  -0.026

Calculated values
LUMO level in Ha: 0.0268
Orbital gap in eV: 9.688
E_HOMO in eV: -8.96

Entry R
Below is a cluster of 2 separate species, C5H12N2O in total, with properties calculated with ωB97M-V/def2-TZVPD.

Last column: Mulliken charge in e.
Cartesian coordinates (Å):
N -1.624 0.848 -0.215  -0.623
C -0.452 1.703 0.062  -0.407
C 0.906 1.966 2.134  -0.796
C -0.271 1.941 1.517  -0.006
H -1.601 0.587 -1.195  0.151
H -2.456 1.401 -0.075  0.263
H -0.555 2.674 -0.444  0.352
H 0.418 1.238 -0.395  0.306
H 0.951 2.195 3.190  0.260
H 1.818 1.706 1.617  0.259
H -1.179 2.169 2.063  0.243
O -0.410 -0.845 -2.687  -0.500
C -0.144 -1.813 -2.026  -0.109
C 0.635 -1.674 -0.747  -0.157
N 0.972 -2.934 -0.107  -0.617
H -0.506 -2.807 -2.339  0.377
H 1.565 -1.192 -1.064  0.258
H 0.087 -0.959 -0.128  0.282
H 1.691 -2.819 0.574  0.241
H 0.154 -3.384 0.267  0.224

Calculated values
LUMO level in Ha: 0.0365
Orbital gap in eV: 10.294
E_HOMO in eV: -9.30

Q: Which of them is the least stable? A: entry Q.